# 1
Here is 14 unconnected molecules or ions with the total composition C32H92O14 at a distorted geometry from OMol25. Energies are from ωB97M-V/def2-TZVPD.

Its strongest force on any atom is 3.952 eV Å⁻¹. The HOMO energy comes out at -0.3478 hartree. As for the energy relative to the best compared isomer or geometry (same formula, charge and spin): 74.1 kcal per mole. The frontier orbital gap is 9.896 eV. The calculation puts the energy at -2327.57825 hartree.

Structure (ORCA input):
```
! RIJCOSX wB97M-V def2-TZVPD def2/J DEFGRID3
* xyz 0 1
C 3.629 -3.399 -5.322
O 3.235 -2.516 -4.259
H 4.713 -3.449 -5.462
H 3.206 -4.382 -5.074
H 3.147 -3.037 -6.217
H 2.620 -1.778 -4.619
C 0.127 -0.894 -6.243
O 0.876 -0.774 -5.073
H 0.792 -1.258 -7.021
H -0.597 -1.688 -6.180
H -0.363 0.052 -6.532
H 0.400 -0.300 -4.348
C -0.846 3.834 -0.793
O -0.525 2.507 -0.895
H 0.024 4.430 -0.545
H -1.198 4.241 -1.756
H -1.751 3.928 -0.106
H -1.339 1.997 -0.957
C 1.915 -1.816 3.735
O 1.739 -2.993 3.025
H 0.957 -1.248 3.909
H 2.302 -2.079 4.758
H 2.525 -1.123 3.300
H 1.689 -2.723 2.077
C -4.028 -2.657 -1.366
O -4.334 -1.433 -2.121
H -4.049 -3.526 -2.004
H -2.983 -2.560 -0.905
H -4.641 -2.908 -0.476
H -5.289 -1.457 -2.145
C -3.346 1.710 2.031
C -4.741 2.320 1.783
C -5.619 1.366 0.963
O -5.458 2.629 3.070
H -2.697 2.445 2.500
H -2.863 1.483 1.084
H -3.411 0.803 2.668
H -4.613 3.308 1.222
H -5.018 0.827 0.215
H -6.417 1.943 0.516
H -6.068 0.595 1.576
H -5.409 3.538 3.365
C 4.021 1.735 -3.009
C 2.851 1.399 -2.121
C 3.274 1.820 -0.702
O 1.761 2.289 -2.464
H 5.021 1.396 -2.647
H 4.090 2.901 -3.046
H 3.794 1.359 -4.036
H 2.538 0.371 -2.176
H 3.511 2.928 -0.712
H 4.148 1.298 -0.446
H 2.423 1.709 -0.016
H 1.259 2.323 -1.615
C 0.138 5.418 5.663
C 1.616 5.378 6.086
C 1.804 5.168 7.595
O 2.207 4.237 5.455
H -0.388 4.537 6.017
H 0.058 5.443 4.565
H -0.382 6.374 5.915
H 2.187 6.308 5.958
H 1.269 4.322 7.984
H 1.401 6.041 8.180
H 2.890 4.969 7.780
H 2.369 4.340 4.484
C 4.372 -3.755 0.625
C 4.333 -3.925 -0.840
C 3.891 -5.356 -1.217
O 3.410 -2.951 -1.341
H 5.028 -4.454 1.204
H 3.373 -3.870 1.036
H 4.688 -2.736 0.843
H 5.367 -3.810 -1.206
H 4.556 -6.135 -0.852
H 3.842 -5.460 -2.304
H 2.958 -5.556 -0.749
H 3.455 -2.866 -2.343
C 0.844 -6.189 2.644
C 1.147 -6.591 1.188
C 0.172 -7.577 0.594
O 1.053 -5.399 0.285
H 0.936 -7.076 3.237
H -0.167 -5.801 2.669
H 1.699 -5.452 2.918
H 2.184 -6.995 1.119
H 0.404 -7.910 -0.489
H -0.843 -7.206 0.475
H 0.118 -8.495 1.212
H 1.143 -4.596 0.847
C -0.151 9.124 4.848
C -0.825 8.851 3.543
C -1.357 10.167 2.967
O -0.003 8.116 2.706
H 0.755 9.777 4.803
H 0.119 8.237 5.429
H -0.826 9.717 5.518
H -1.613 8.184 3.783
H -2.198 10.491 3.552
H -1.728 10.236 1.911
H -0.626 10.960 3.099
H 0.711 8.664 2.334
C 0.585 -5.008 -2.883
C -0.856 -5.188 -2.586
C -1.295 -6.645 -2.854
O -1.310 -4.636 -1.349
H 0.829 -5.412 -3.866
H 1.277 -5.455 -2.218
H 0.762 -3.943 -2.869
H -1.421 -4.640 -3.381
H -2.251 -6.695 -3.263
H -1.167 -7.282 -1.876
H -0.642 -7.159 -3.661
H -0.667 -4.904 -0.680
C -3.916 1.310 -3.879
C -3.260 2.062 -2.770
C -4.193 3.084 -2.111
O -2.805 1.095 -1.689
H -4.744 0.649 -3.570
H -3.226 0.811 -4.543
H -4.446 2.070 -4.572
H -2.429 2.629 -3.248
H -3.625 3.731 -1.358
H -5.083 2.677 -1.514
H -4.566 3.793 -2.865
H -3.328 0.248 -1.788
C 0.163 -1.334 -1.470
C 0.463 -1.237 -0.005
C -0.718 -1.432 0.867
O 1.409 -2.253 0.417
H 1.026 -1.248 -2.143
H -0.505 -0.528 -1.725
H -0.447 -2.259 -1.678
H 1.063 -0.370 0.154
H -1.128 -2.453 0.715
H -1.499 -0.730 0.552
H -0.453 -1.237 1.887
H 2.030 -2.491 -0.300
*
```

---

# 2
Here is a molecular structure, C20H40NP3SSeSn at a distorted geometry from OMol25. Energies are from ωB97M-V/def2-TZVPD.

Its strongest force on any atom is 2.524 eV Å⁻¹. The HOMO energy (spin up / spin down) comes out at -0.6990 / -0.6990 hartree. As for the energy relative to the best compared isomer or geometry (same formula, charge and spin): 4.7 kcal per mole. The frontier orbital gap (spin up / spin down) is 4.637 / 4.638 eV. The calculation puts the energy at -4877.21152 hartree.

Structure (ORCA input):
```
! RIJCOSX wB97M-V def2-TZVPD def2/J DEFGRID3
* xyz 4 1
Sn 0.484 0.188 0.395
P 2.549 -0.293 1.732
P 1.470 1.438 -1.737
P -1.427 -0.059 2.221
H -1.729 0.065 -2.528
C -2.508 0.273 -1.794
C -2.894 1.529 -1.548
H -2.543 2.349 -2.180
C 3.097 -1.984 1.474
C 3.941 0.797 1.301
C 2.306 -0.081 3.523
C 0.418 2.152 -3.045
C 2.578 2.849 -1.373
C 2.527 0.257 -2.630
C -3.180 0.289 1.852
C -1.158 0.933 3.728
C -1.445 -1.782 2.799
H -2.909 -0.580 -1.248
H -3.616 1.758 -0.759
H 4.013 -2.104 2.055
H 3.324 -2.177 0.420
H 2.357 -2.702 1.842
H 4.790 0.442 1.898
H 3.768 1.849 1.576
H 4.211 0.728 0.236
H 3.262 -0.356 3.984
H 1.523 -0.746 3.918
H 2.092 0.959 3.814
H 0.977 2.150 -3.997
H 0.178 3.193 -2.781
H -0.520 1.595 -3.167
H 3.302 2.953 -2.192
H 3.124 2.724 -0.430
H 1.985 3.772 -1.317
H 2.810 0.728 -3.580
H 1.974 -0.672 -2.824
H 3.432 0.024 -2.051
H -3.817 -0.253 2.573
H -3.444 -0.015 0.829
H -3.368 1.369 1.956
H -1.903 0.638 4.477
H -1.294 2.001 3.517
H -0.158 0.778 4.150
H -2.351 -1.913 3.406
H -0.559 -1.999 3.410
H -1.465 -2.470 1.943
C -1.316 -3.322 -2.051
C -2.219 -2.762 -2.960
C -2.956 -3.608 -3.807
C -2.778 -4.990 -3.792
C -1.816 -5.523 -2.928
C -1.089 -4.703 -2.059
Se -0.183 -2.400 -0.638
H -0.824 -0.948 -0.806
H -2.390 -1.692 -3.036
H -3.678 -3.167 -4.491
H -3.367 -5.641 -4.448
H -1.638 -6.590 -2.927
H -0.361 -5.149 -1.382
S 0.968 4.536 2.473
C -0.435 4.770 1.468
C -0.739 3.627 0.777
N 0.144 2.587 1.052
C 1.096 2.929 1.924
H -0.965 5.702 1.419
H -1.558 3.465 0.075
H 1.899 2.283 2.290
*
```

---

# 3
Here is a molecular structure, C39H64AsGe2N2O6SSi3Zn at a distorted geometry from OMol25. Energies are from ωB97M-V/def2-TZVPD.

Its strongest force on any atom is 2.262 eV Å⁻¹. The expectation value of S² is 0.755. The HOMO energy (spin up / spin down) comes out at -0.2426 / -0.3146 hartree. The frontier orbital gap (spin up / spin down) is 7.015 / 8.074 eV. The calculation puts the energy at -11521.23720 hartree.

Structure (ORCA input):
```
! RIJCOSX wB97M-V def2-TZVPD def2/J DEFGRID3
* xyz 0 2
Zn 0.899 1.322 0.730
C 0.881 -4.183 -1.136
Ge -0.433 -3.418 -2.416
C 0.507 -3.145 -4.132
C -1.929 -4.701 -2.627
Ge -1.649 -1.517 -1.515
C -2.408 -2.466 0.057
C -3.710 -2.235 0.462
C -4.166 -2.747 1.673
C -3.362 -3.517 2.535
C -2.054 -3.791 2.073
C -1.622 -3.258 0.856
C -3.046 -0.608 -2.501
C -4.229 -1.237 -2.931
C -5.003 -0.722 -3.980
C -4.562 0.477 -4.568
C -3.410 1.140 -4.184
C -2.689 0.632 -3.113
H 1.587 -4.763 -1.682
H 0.346 -4.868 -0.457
H 1.477 -3.485 -0.546
H 1.294 -3.872 -4.278
H 0.869 -2.118 -4.097
H -0.208 -3.230 -4.928
H -1.481 -5.665 -2.852
H -2.600 -4.492 -3.446
H -2.518 -4.713 -1.709
H -4.411 -1.733 -0.151
H -5.165 -2.571 1.971
H -3.740 -3.876 3.471
H -1.301 -4.342 2.620
H -0.559 -3.466 0.595
H -4.480 -2.233 -2.528
H -5.918 -1.174 -4.324
H -5.173 0.877 -5.352
H -3.056 2.108 -4.544
H -1.836 1.120 -2.669
C 2.851 -1.484 5.015
C 1.425 -1.978 5.191
C 0.458 -0.910 4.618
C -0.983 -1.365 4.800
C -2.020 -0.486 4.097
C 0.688 0.406 5.355
O 0.676 0.506 6.554
N 0.818 1.582 4.588
C 0.930 1.577 3.243
O 0.976 2.625 2.619
N 0.909 0.414 2.536
C 0.743 -0.834 3.103
O 0.717 -1.826 2.392
H 3.542 -2.177 5.489
H 2.978 -0.522 5.578
H 3.159 -1.355 4.018
H 1.278 -2.076 6.254
H 1.266 -2.935 4.714
H -1.126 -1.364 5.891
H -1.044 -2.395 4.409
H -1.913 0.567 4.364
H -3.005 -0.876 4.407
H -1.919 -0.687 3.040
H 0.821 2.444 5.095
C -7.271 0.892 0.220
C -5.814 1.330 0.023
C -5.448 2.186 -0.956
C -4.162 2.664 -1.075
C -3.210 2.226 -0.182
C -3.563 1.378 0.855
C -4.826 0.847 0.882
S -1.538 2.701 -0.323
O -1.401 3.322 -1.625
O -1.164 3.542 0.825
O -0.796 1.395 -0.224
H -7.909 1.412 -0.529
H -7.623 1.178 1.220
H -7.294 -0.168 0.063
H -6.192 2.521 -1.622
H -3.884 3.198 -1.964
H -2.804 0.932 1.518
H -5.047 0.098 1.676
C 5.748 -0.164 -1.006
Si 3.910 -0.432 -0.741
C 3.615 -1.221 0.969
C 3.230 -1.372 -2.166
As 2.804 1.591 -0.799
Si 2.495 2.265 -2.951
C 2.145 4.053 -3.054
C 4.113 2.097 -3.866
C 1.198 1.204 -3.624
Si 3.967 3.100 0.403
C 4.297 2.487 2.145
C 3.102 4.754 0.573
C 5.601 3.385 -0.502
H 6.146 -1.084 -1.424
H 6.342 -0.088 -0.082
H 5.914 0.657 -1.721
H 4.490 -1.764 1.356
H 2.767 -1.904 0.914
H 3.388 -0.515 1.773
H 3.629 -2.383 -2.232
H 3.440 -0.833 -3.080
H 2.141 -1.518 -2.020
H 3.084 4.609 -2.905
H 1.417 4.404 -2.265
H 1.757 4.333 -4.044
H 4.889 2.746 -3.379
H 4.031 2.415 -4.905
H 4.505 1.056 -3.898
H 0.332 1.298 -2.977
H 1.481 0.166 -3.720
H 0.929 1.574 -4.609
H 3.416 2.394 2.820
H 4.866 3.346 2.556
H 4.933 1.627 2.310
H 2.060 4.679 0.855
H 3.102 5.268 -0.384
H 3.584 5.388 1.314
H 6.054 2.430 -0.710
H 6.294 4.112 0.000
H 5.364 3.803 -1.451
*
```

---

# 4
Here is 6 unconnected molecules or ions with the total composition C28H68NO6 at a distorted geometry from OMol25. Energies are from ωB97M-V/def2-TZVPD.

Its strongest force on any atom is 3.326 eV Å⁻¹. The HOMO energy comes out at -0.4349 hartree. The frontier orbital gap is 9.014 eV. The calculation puts the energy at -1613.35694 hartree.

Structure (ORCA input):
```
! RIJCOSX wB97M-V def2-TZVPD def2/J DEFGRID3
* xyz 1 1
C 4.616 0.547 0.662
C 4.466 1.890 -0.298
C 3.363 1.649 -1.512
C 2.472 3.027 -1.766
C 1.424 3.305 -0.508
C -0.075 3.795 -1.018
C -0.902 4.688 0.063
C -1.921 3.908 1.054
C -2.009 2.287 0.919
C -3.334 1.874 0.025
C -2.999 1.248 -1.451
N -2.270 -0.065 -1.347
C -2.534 -0.895 -0.130
C -3.665 -0.385 0.909
O -4.250 0.934 0.684
H 3.601 0.381 1.224
H 4.830 -0.398 -0.004
H 5.477 0.750 1.440
H 4.192 2.802 0.386
H 5.519 2.084 -0.799
H 3.983 1.422 -2.496
H 2.665 0.749 -1.224
H 1.929 2.870 -2.800
H 3.257 3.892 -1.916
H 1.322 2.276 0.071
H 1.928 4.141 0.150
H -0.620 2.847 -1.431
H 0.134 4.489 -1.967
H -1.497 5.527 -0.541
H -0.096 5.296 0.701
H -2.981 4.449 0.963
H -1.569 4.139 2.172
H -1.029 1.741 0.587
H -2.240 1.876 2.017
H -3.965 2.869 -0.171
H -4.054 1.007 -1.954
H -2.475 2.003 -2.198
H -1.225 0.101 -1.414
H -2.529 -0.638 -2.200
H -2.859 -1.979 -0.508
H -1.499 -1.077 0.434
H -3.218 -0.512 2.009
H -4.565 -1.168 0.867
C 0.297 -2.612 -2.323
C 1.787 -2.349 -2.177
C 2.543 -3.621 -1.829
O 1.997 -1.379 -1.154
H -0.128 -2.988 -1.386
H -0.236 -1.685 -2.561
H 0.100 -3.342 -3.114
H 2.180 -1.930 -3.110
H 2.198 -4.033 -0.874
H 3.612 -3.414 -1.715
H 2.414 -4.382 -2.605
H 1.651 -1.742 -0.321
C -6.103 -3.508 2.591
C -4.981 -4.533 2.629
C -4.540 -4.819 4.056
O -3.870 -4.045 1.881
H -5.777 -2.554 3.021
H -6.401 -3.302 1.557
H -6.979 -3.860 3.145
H -5.314 -5.461 2.154
H -4.159 -3.911 4.538
H -3.724 -5.549 4.068
H -5.369 -5.210 4.654
H -3.567 -3.221 2.296
C 5.813 -4.036 3.692
C 4.984 -2.859 3.204
C 5.077 -1.681 4.161
O 3.622 -3.260 3.080
H 5.457 -4.388 4.667
H 5.727 -4.880 3.000
H 6.869 -3.764 3.783
H 5.327 -2.553 2.210
H 4.695 -1.950 5.152
H 4.466 -0.845 3.803
H 6.111 -1.338 4.266
H 3.308 -3.532 3.958
C -3.917 -5.267 -4.163
C -2.426 -5.004 -4.017
C -1.670 -6.277 -3.669
O -2.216 -4.035 -2.994
H -4.342 -5.644 -3.226
H -4.449 -4.341 -4.402
H -4.113 -5.998 -4.954
H -2.033 -4.586 -4.950
H -2.016 -6.689 -2.715
H -0.601 -6.070 -3.555
H -1.799 -7.037 -4.446
H -2.562 -4.398 -2.161
C 1.352 8.462 -1.351
C 1.078 8.400 0.144
C 1.729 9.563 0.875
O 1.582 7.173 0.665
H 2.427 8.405 -1.555
H 0.888 7.612 -1.863
H 0.962 9.388 -1.785
H -0.003 8.412 0.321
H 2.817 9.545 0.750
H 1.534 9.498 1.951
H 1.351 10.522 0.508
H 2.541 7.153 0.512
*
```